Formula: C62H151F15N18O24P8
Source: the Open Molecules 2025 dataset
Level of theory: ωB97M-V/def2-TZVPD

Output
HOMO level: -8.25 eV
multiplicity: 1
ΔE to the lowest compared entry with this formula, charge and spin: 0.00 kJ/mol
charge: 0
orbital gap: 8.47 eV
LUMO: 0.2 eV

Last column: Löwdin charge in e.
Geometry (Å):
O1 6.99 -3.20 -0.88  -0.31
P1 6.03 -2.47 -1.78  0.55
N1 6.43 -0.84 -1.91  -0.29
C1 7.88 -0.54 -2.06  -0.08
C2 5.66 -0.09 -2.83  -0.16
N2 4.39 -2.33 -1.38  -0.27
C3 4.07 -1.40 -0.23  -0.08
C4 3.57 -3.59 -1.38  -0.07
N3 6.00 -3.29 -3.22  -0.30
C5 5.17 -3.04 -4.32  -0.16
C6 7.13 -4.23 -3.49  -0.07
H1 8.28 -0.79 -3.03  0.08
H2 8.33 -1.12 -1.29  0.06
H3 8.04 0.53 -1.96  0.08
H4 6.16 -0.06 -3.82  0.09
H5 5.50 0.95 -2.62  0.05
H6 4.64 -0.44 -2.96  0.06
H7 3.23 -0.73 -0.53  0.07
H8 3.78 -1.95 0.66  0.06
H9 5.00 -0.86 -0.01  0.07
H10 2.48 -3.34 -1.52  0.08
H11 3.80 -4.23 -2.24  0.06
H12 3.70 -4.15 -0.42  0.09
H13 4.60 -3.89 -4.55  0.06
H14 4.44 -2.24 -4.13  0.07
H15 5.75 -2.65 -5.23  0.11
H16 7.99 -3.70 -3.98  0.10
H17 6.84 -5.11 -4.04  0.08
H18 7.59 -4.52 -2.60  0.03
O2 0.44 4.33 1.09  -0.28
P2 0.55 4.48 2.54  0.51
N4 0.41 3.19 3.59  -0.30
C7 1.50 2.29 3.83  -0.10
C8 -0.87 2.61 3.88  -0.11
N5 -0.70 5.38 3.07  -0.29
C9 -1.44 6.42 2.28  -0.08
C10 -0.88 5.69 4.48  -0.14
N6 2.10 5.03 2.93  -0.31
C11 2.64 5.17 4.29  -0.09
C12 2.84 5.61 1.86  -0.13
H19 2.47 2.70 3.54  0.06
H20 1.37 1.35 3.41  0.05
H21 1.60 2.13 4.94  0.11
H22 -1.61 3.37 3.93  0.03
H23 -0.91 2.14 4.87  0.09
H24 -1.11 1.92 3.00  0.11
H25 -1.11 7.46 2.49  0.09
H26 -1.10 6.32 1.21  0.08
H27 -2.49 6.23 2.34  0.05
H28 -0.60 6.75 4.65  0.10
H29 -1.91 5.50 4.77  0.08
H30 -0.31 5.04 5.18  0.08
H31 1.80 4.85 4.97  0.08
H32 3.53 4.53 4.42  0.07
H33 2.83 6.25 4.49  0.09
H34 3.81 5.17 1.81  0.06
H35 2.85 6.69 1.95  0.08
H36 2.28 5.46 0.94  0.06
O3 3.10 -4.58 2.79  -0.25
P3 4.02 -3.85 3.65  0.51
N7 3.52 -2.38 4.14  -0.29
C13 3.94 -1.75 5.40  -0.10
C14 2.62 -1.56 3.31  -0.08
N8 5.48 -3.57 2.98  -0.29
C15 6.16 -4.65 2.31  -0.11
C16 6.33 -2.49 3.57  -0.08
N9 4.48 -4.85 5.03  -0.27
C17 3.41 -5.46 5.85  -0.11
C18 5.80 -4.70 5.70  -0.12
H37 3.02 -1.29 5.80  0.08
H38 4.76 -1.01 5.23  0.07
H39 4.33 -2.51 6.18  0.09
H40 1.69 -1.31 3.86  0.07
H41 2.47 -2.17 2.48  0.02
H42 3.05 -0.63 2.91  0.08
H43 6.68 -5.35 2.99  0.09
H44 5.42 -5.22 1.83  0.03
H45 6.79 -4.26 1.46  0.09
H46 5.86 -1.55 3.30  0.06
H47 6.43 -2.56 4.62  0.04
H48 7.27 -2.50 3.06  0.09
H49 3.70 -6.34 6.42  0.08
H50 3.02 -4.73 6.54  0.06
H51 2.60 -5.79 5.19  0.07
H52 6.52 -4.59 4.88  0.06
H53 6.07 -5.59 6.24  0.07
H54 5.75 -3.87 6.52  0.10
O4 -0.62 -0.90 3.98  -0.31
P4 -1.53 -1.72 4.87  0.52
N10 -1.61 -1.02 6.36  -0.31
C19 -0.50 -0.33 6.93  -0.13
C20 -2.63 -1.42 7.30  -0.08
N11 -1.05 -3.29 5.05  -0.29
C21 -0.82 -3.91 3.73  -0.09
C22 -0.04 -3.48 6.05  -0.11
N12 -3.07 -1.83 4.25  -0.30
C23 -4.04 -2.94 4.33  -0.11
C24 -3.53 -0.64 3.56  -0.11
H55 0.12 0.02 6.09  0.07
H56 0.09 -1.02 7.55  0.08
H57 -0.88 0.56 7.42  0.08
H58 -2.75 -0.57 7.92  0.08
H59 -2.43 -2.32 7.88  0.08
H60 -3.54 -1.59 6.80  0.05
H61 -0.19 -3.36 3.05  0.07
H62 -0.40 -4.91 3.92  0.09
H63 -1.81 -4.01 3.30  0.06
H64 -0.52 -3.47 7.01  0.07
H65 0.42 -4.45 5.93  0.07
H66 0.77 -2.68 5.92  0.10
H67 -3.68 -3.85 4.85  0.08
H68 -5.01 -2.58 4.82  0.10
H69 -4.36 -3.27 3.30  0.08
H70 -4.52 -0.88 3.12  0.09
H71 -2.93 -0.47 2.67  0.05
H72 -3.56 0.31 4.20  0.10
O5 -1.05 -2.12 -1.69  -0.29
P5 -0.76 -0.68 -1.63  0.54
N13 0.08 -0.35 -0.28  -0.27
C25 0.76 0.86 0.09  -0.08
C26 0.41 -1.44 0.62  -0.10
N14 -2.09 0.36 -1.48  -0.25
C27 -2.88 0.50 -2.69  -0.12
C28 -2.93 0.09 -0.26  -0.06
N15 -0.03 -0.06 -3.04  -0.28
C29 1.07 -0.85 -3.59  -0.10
C30 -0.03 1.33 -3.38  -0.15
H73 0.15 1.48 0.75  0.07
H74 1.06 1.52 -0.72  0.08
H75 1.59 0.65 0.72  0.04
H76 1.49 -1.55 0.70  0.04
H77 0.05 -2.37 0.21  0.06
H78 0.05 -1.27 1.66  0.08
H79 -3.58 -0.39 -2.78  0.10
H80 -3.54 1.36 -2.51  0.05
H81 -2.24 0.55 -3.55  0.03
H82 -3.63 -0.71 -0.36  0.07
H83 -2.44 0.09 0.67  0.04
H84 -3.51 0.97 -0.13  0.04
H85 0.95 -1.94 -3.51  0.08
H86 1.21 -0.51 -4.63  0.08
H87 2.03 -0.52 -3.17  0.07
H88 -0.40 1.53 -4.39  0.05
H89 1.00 1.79 -3.41  0.08
H90 -0.56 1.95 -2.70  0.07
O6 -6.61 5.28 0.51  -0.30
P6 -5.56 4.26 0.76  0.50
N16 -4.08 4.86 0.35  -0.30
C31 -2.91 4.02 0.41  -0.10
C32 -3.99 6.14 -0.30  -0.10
N17 -5.70 2.76 0.08  -0.28
C33 -6.87 1.99 0.64  -0.06
C34 -5.51 2.86 -1.39  -0.10
N18 -5.57 3.87 2.43  -0.28
C35 -5.77 5.10 3.21  -0.11
C36 -4.96 2.66 3.07  -0.13
H91 -3.00 3.20 -0.35  0.07
H92 -2.84 3.53 1.41  0.08
H93 -2.00 4.59 0.25  0.04
H94 -4.90 6.69 -0.19  0.07
H95 -3.78 6.03 -1.38  0.08
H96 -3.16 6.70 0.16  0.07
H97 -6.69 1.56 1.65  0.06
H98 -7.79 2.70 0.73  0.12
H99 -7.02 1.19 -0.01  0.04
H100 -6.18 3.59 -1.85  0.09
H101 -4.46 3.05 -1.63  0.04
H102 -5.74 1.84 -1.78  0.07
H103 -6.66 5.57 2.77  0.07
H104 -6.05 4.84 4.21  0.07
H105 -4.90 5.76 3.14  0.07
H106 -4.33 2.87 3.98  0.09
H107 -4.33 2.15 2.32  0.06
H108 -5.77 2.02 3.39  0.05
C37 2.03 2.22 -7.90  -0.07
C38 2.07 2.46 -6.42  -0.23
O7 2.63 3.80 -6.26  0.00
C39 2.83 4.08 -4.91  -0.33
O8 2.65 3.41 -3.92  0.14
C40 3.57 5.46 -4.78  -0.58
F1 4.00 5.92 -5.95  0.17
F2 2.77 6.36 -4.28  0.19
F3 4.63 5.26 -3.99  0.17
H109 1.54 3.09 -8.38  0.08
H110 1.32 1.34 -8.00  0.10
H111 2.97 1.93 -8.39  0.08
H112 2.65 1.64 -5.89  0.14
H113 1.08 2.49 -5.94  0.08
C41 6.47 2.80 3.94  -0.06
C42 5.56 2.01 3.08  -0.20
O9 5.41 2.72 1.80  0.04
C43 4.51 2.16 0.99  -0.37
O10 3.79 1.23 1.17  0.14
C44 4.59 2.84 -0.45  -0.54
F4 5.85 2.70 -0.83  0.18
F5 3.71 2.19 -1.24  0.14
F6 4.23 4.11 -0.44  0.18
H114 7.44 3.00 3.52  0.08
H115 6.53 2.32 4.92  0.09
H116 5.99 3.79 4.10  0.09
H117 4.61 1.79 3.52  0.10
H118 6.04 1.05 2.87  0.13
C45 -2.64 -4.76 -1.58  -0.09
C46 -3.58 -4.25 -0.56  -0.16
O11 -4.67 -5.25 -0.60  0.03
C47 -5.51 -5.31 0.42  -0.44
O12 -5.44 -4.85 1.50  0.18
C48 -6.75 -6.13 0.03  -0.57
F7 -7.36 -5.39 -0.93  0.15
F8 -6.48 -7.33 -0.51  0.16
F9 -7.52 -6.34 1.04  0.21
H119 -2.45 -5.79 -1.42  0.06
H120 -1.67 -4.24 -1.44  0.06
H121 -3.06 -4.66 -2.61  0.09
H122 -3.98 -3.27 -0.87  0.13
H123 -3.17 -4.22 0.49  0.14
C49 0.23 -5.61 0.79  -0.05
C50 1.12 -6.50 1.61  -0.19
O13 2.31 -6.78 0.78  0.04
C51 3.24 -7.41 1.43  -0.42
O14 3.09 -7.78 2.57  0.14
C52 4.43 -7.85 0.48  -0.56
F10 4.22 -7.56 -0.79  0.17
F11 5.55 -7.20 0.77  0.16
F12 4.59 -9.16 0.64  0.18
H124 -0.06 -5.97 -0.18  0.07
H125 0.75 -4.60 0.78  0.10
H126 -0.66 -5.47 1.35  0.05
H127 0.60 -7.44 1.87  0.14
H128 1.36 -6.08 2.53  0.06
C53 -6.73 1.86 -5.44  -0.06
C54 -7.01 0.43 -5.80  -0.12
O15 -7.42 -0.47 -4.67  0.04
C55 -6.64 -0.41 -3.63  -0.43
O16 -5.67 0.26 -3.49  0.12
C56 -7.23 -1.28 -2.47  -0.52
F13 -6.34 -1.33 -1.46  0.15
F14 -8.38 -0.71 -2.09  0.17
F15 -7.52 -2.52 -2.89  0.16
H129 -7.65 2.30 -5.06  0.09
H130 -6.53 2.40 -6.39  0.10
H131 -5.95 2.09 -4.73  0.05
H132 -6.19 -0.07 -6.26  0.08
H133 -7.93 0.35 -6.44  0.15
C57 -0.13 5.10 -2.37  -0.08
O17 -0.53 5.93 -3.46  -0.19
P7 -1.13 5.20 -4.71  0.35
O18 -0.40 3.98 -5.07  -0.21
O19 -2.66 5.05 -4.53  -0.19
C58 -3.43 3.86 -4.59  -0.06
O20 -1.01 6.45 -5.70  -0.21
C59 0.25 7.09 -6.04  -0.06
H134 0.56 4.32 -2.67  0.06
H135 -0.96 4.64 -1.84  0.07
H136 0.32 5.74 -1.56  0.11
H137 -3.25 3.42 -5.54  0.08
H138 -4.42 4.22 -4.43  0.08
H139 -3.13 3.22 -3.70  0.10
H140 1.04 6.42 -6.37  0.08
H141 0.61 7.59 -5.16  0.07
H142 0.01 7.84 -6.79  0.09
C60 -1.93 -3.19 -5.32  -0.01
O21 -2.42 -2.45 -6.52  -0.22
P8 -3.74 -1.58 -6.46  0.35
O22 -4.19 -1.19 -7.80  -0.22
O23 -4.75 -2.39 -5.58  -0.23
C61 -5.75 -3.24 -6.12  -0.05
O24 -3.32 -0.35 -5.48  -0.23
C62 -2.49 0.66 -6.04  -0.09
H143 -2.63 -2.95 -4.52  0.07
H144 -0.91 -2.91 -5.20  0.08
H145 -2.09 -4.23 -5.44  0.08
H146 -6.61 -2.75 -6.29  0.04
H147 -5.83 -3.99 -5.30  0.11
H148 -5.32 -3.74 -7.02  0.11
H149 -2.30 1.38 -5.26  0.04
H150 -2.87 1.13 -6.92  0.08
H151 -1.56 0.24 -6.37  0.09